C2H6N2O2 | wB97M-V/def2-TZVPD

The value obtained for the largest force on an atom is 3.6 eV Å⁻¹. The value obtained for the HOMO-LUMO gap is 0.32321 hartree. The energy above the lowest of the compared OMol25 structures with the same formula, charge and spin is 703.3 kJ/mol. As for the calculated total energy: -339.56479 a.u. As for the total charge: 0. For the LUMO energy, the calculation gives 0.55 eV.

Atoms and positions in Å:
O: -1.66 0.26 1.30
O: -0.68 1.22 1.90
N: -0.20 -1.04 -1.88
N: 0.26 -0.15 -0.82
C: 0.54 0.70 1.38
C: -0.02 -0.40 0.44
H: 0.35 0.83 -0.94
H: 1.08 1.41 0.73
H: -0.10 -1.35 0.81
H: -1.10 -0.64 -2.46
H: 1.04 0.13 2.19
H: 0.49 -0.96 -2.64

C2H3NO | wB97M-V/def2-TZVPD

The value obtained for the largest force on an atom is 5.2 eV Å⁻¹. The value obtained for the HOMO-LUMO gap is 0.33785 hartree. The energy above the lowest of the compared OMol25 structures with the same formula, charge and spin is 385.2 kJ/mol. As for the calculated total energy: -207.85096 a.u. As for the total charge: 0. For the LUMO energy, the calculation gives 0.76 eV.

Atoms and positions in Å:
O: -0.54 -0.63 0.82
N: 1.72 -0.70 -0.46
C: -1.16 0.56 0.71
C: 1.93 -1.57 -1.18
H: 2.36 -2.10 -1.96
H: 0.21 -0.51 0.33
H: -2.14 0.40 1.14

C9H62O22Pt | wB97M-V/def2-TZVPD

The value obtained for the largest force on an atom is 3.6 eV Å⁻¹. The value obtained for the HOMO-LUMO gap (alpha / beta) is 0.32239 / 0.30014 hartree. As for the calculated total energy: -2154.07057 a.u. As for the total charge: +2. The spin multiplicity is 3. For the LUMO energy (alpha / beta), the calculation gives -4.79 / -4.79 eV.

Atoms and positions in Å:
Pt: -0.57 -0.11 0.05
O: 0.26 -0.92 1.94
O: 2.76 2.15 1.04
O: 0.63 4.81 -1.38
O: -1.36 4.29 4.43
O: 0.03 1.90 -2.13
O: 3.47 -1.46 0.49
O: -4.88 -0.75 2.04
O: -0.18 -2.34 -0.45
O: -1.53 -0.48 -1.91
O: -3.55 0.39 -3.51
O: -2.09 1.42 -0.23
O: -3.35 -4.18 0.70
O: 1.48 -0.12 -3.70
O: 2.53 -0.28 3.68
O: 0.21 1.77 1.05
O: -2.52 -1.33 0.76
O: -1.36 4.10 -0.05
O: 0.61 -3.43 3.46
O: 1.44 -0.07 -0.70
O: -4.75 1.60 0.39
O: -1.98 -2.94 -3.06
O: 1.08 -4.66 0.78
C: -1.29 2.90 4.58
C: 5.70 -0.67 1.23
C: -0.05 -1.23 -5.32
C: 4.73 -1.10 0.04
C: -1.74 2.38 5.93
C: 2.44 -1.00 -5.74
C: 1.24 -0.42 -5.09
C: -2.13 2.34 3.39
C: 4.74 -0.14 -1.12
H: 0.22 2.68 0.74
H: -2.55 2.96 6.38
H: -2.29 4.51 4.55
H: 1.01 -0.83 2.52
H: 2.36 -0.90 -6.82
H: 4.47 0.88 -0.86
H: -0.88 -0.64 -4.96
H: -5.45 1.90 -0.19
H: -2.21 4.39 -0.39
H: -2.93 -2.85 -3.11
H: -1.19 4.69 0.68
H: 3.14 2.96 0.70
H: 3.38 1.85 1.70
H: -5.57 -1.41 2.02
H: 5.03 -2.07 -0.37
H: 5.94 -1.36 2.03
H: 1.27 -3.49 4.15
H: -1.69 2.72 2.47
H: 0.75 1.53 -2.64
H: -1.71 -3.13 -3.95
H: -0.88 2.68 6.53
H: -3.02 1.50 0.00
H: 0.37 -4.95 0.21
H: -1.80 2.32 -0.36
H: -3.17 2.66 3.35
H: -3.42 -1.03 0.91
H: -4.41 -0.92 2.86
H: -2.29 0.01 -2.24
H: 5.75 0.01 -1.50
H: 5.53 0.36 1.56
H: -0.26 2.57 4.49
H: 2.75 -0.74 4.49
H: -2.03 1.33 5.90
H: -0.64 -2.83 -1.14
H: -0.17 -1.38 -6.40
H: 0.43 -2.97 -0.07
H: -1.47 -1.25 -2.47
H: 2.40 -2.04 -5.41
H: 1.87 -4.87 0.30
H: -0.01 -2.23 -4.90
H: -3.30 -4.45 1.62
H: 1.87 -0.88 -3.25
H: -5.15 0.90 0.91
H: 3.03 -0.73 3.01
H: -3.91 -0.40 -3.92
H: 2.07 -0.80 -0.65
H: 4.03 -0.61 -1.80
H: 1.04 0.61 -5.39
H: 1.03 -3.80 2.68
H: -2.60 -2.29 0.73
H: 0.38 4.83 -2.31
H: -0.35 -1.48 2.43
H: -0.72 1.91 -2.74
H: -4.18 1.07 -3.72
H: 1.97 0.71 -0.57
H: 6.61 -0.42 0.69
H: -4.26 -3.92 0.57
H: 3.35 -0.44 -5.50
H: -0.11 4.39 -0.95
H: 3.50 -2.15 1.16
H: -2.03 1.27 3.19
H: 1.05 1.65 1.48

C30H36Br2CrN8O5S2 | wB97M-V/def2-TZVPD

The value obtained for the largest force on an atom is 0.8 eV Å⁻¹. The value obtained for the HOMO-LUMO gap (alpha / beta) is 0.26361 / 0.26215 hartree. The energy above the lowest of the compared OMol25 structures with the same formula, charge and spin is 106.1 kJ/mol. As for the calculated total energy: -8967.86224 a.u. As for the total charge: +1. The spin multiplicity is 2. For the LUMO energy (alpha / beta), the calculation gives -3.51 / -3.56 eV.

Atoms and positions in Å:
Br: 1.63 6.69 0.95
Br: 0.32 0.96 6.28
Cr: 0.67 0.25 -0.34
S: 1.20 -0.17 -7.68
S: 1.71 -2.54 -0.30
O: -5.45 -1.06 0.44
O: -1.03 -0.56 -0.31
O: -2.95 -1.59 0.10
O: 2.44 0.34 -0.37
O: -6.56 0.87 0.57
N: 0.51 0.17 -2.44
N: -1.33 -0.47 -7.04
N: -4.34 2.39 0.37
N: 0.54 0.35 1.71
N: 0.38 -4.72 -1.02
N: 0.73 2.27 -0.05
N: -2.22 1.94 0.02
N: 1.69 -4.94 0.86
C: 2.32 -4.33 2.02
C: -0.06 -0.28 -6.66
C: 4.61 -0.29 -1.19
C: 0.40 0.71 4.43
C: 1.23 -4.15 -0.15
C: 0.21 -0.55 3.88
C: 0.12 -0.14 -5.17
C: -0.82 0.51 -4.38
C: 2.21 -6.27 0.56
C: 3.60 0.84 -0.99
C: -2.80 4.36 0.19
C: 0.64 1.80 3.60
C: 1.09 4.50 -0.78
C: -0.41 -5.90 -0.70
C: -0.58 0.65 -3.03
C: 1.42 -0.47 -3.19
C: 0.84 3.17 -1.02
C: -5.53 0.26 0.45
C: -2.29 -0.56 -0.04
C: -4.26 1.03 0.31
C: 0.70 1.57 2.23
C: -2.93 0.77 0.09
C: -3.10 2.90 0.20
C: 4.18 1.96 -0.14
C: 1.14 3.97 1.56
C: 0.00 -4.02 -2.24
C: 0.28 -0.68 2.51
C: 0.87 2.65 1.23
C: 1.25 4.90 0.54
C: 1.26 -0.63 -4.56
H: 4.10 -1.22 -1.42
H: 3.46 2.78 -0.01
H: -2.66 4.72 -0.83
H: 3.32 -3.95 1.79
H: 0.76 2.78 4.02
H: 5.30 -0.04 -1.99
H: 5.07 2.37 -0.61
H: -0.36 -6.10 0.37
H: 3.29 -6.26 0.66
H: -1.89 4.55 0.75
H: 1.80 -7.02 1.23
H: 2.02 -1.14 -5.14
H: -0.09 -6.78 -1.25
H: -5.22 2.88 0.52
H: 0.73 2.80 -2.04
H: 3.33 1.25 -1.97
H: 0.14 -1.63 2.01
H: 5.18 -0.45 -0.27
H: 1.18 5.20 -1.59
H: -2.06 -0.68 -6.38
H: -3.61 4.94 0.64
H: 2.27 -0.87 -2.67
H: -4.50 -1.35 0.32
H: 1.71 -3.51 2.39
H: -1.29 1.16 -2.38
H: -0.41 -4.75 -2.93
H: -0.74 -3.25 -2.03
H: -1.53 -0.58 -8.02
H: 2.40 -5.09 2.79
H: 4.45 1.58 0.85
H: 0.00 -1.40 4.51
H: -1.72 0.95 -4.81
H: 1.97 -6.55 -0.47
H: 0.87 -3.55 -2.69
H: 1.27 4.27 2.59
H: -1.45 -5.69 -0.96

C7H11BS | wB97M-V/def2-TZVPD

The value obtained for the largest force on an atom is 4.3 eV Å⁻¹. As for the structure (SMILES): b1ccccc1.CCS. The value obtained for the HOMO-LUMO gap is 0.30853 hartree. The energy above the lowest of the compared OMol25 structures with the same formula, charge and spin is 138.9 kJ/mol. As for the calculated total energy: -696.23849 a.u. As for the total charge: 0. For the LUMO energy, the calculation gives -0.09 eV.

Atoms and positions in Å:
S: 2.13 2.75 1.97
C: -0.40 -2.35 -1.94
C: -1.43 -0.20 -2.42
C: -0.68 0.54 -1.52
C: -1.35 -1.58 -2.51
C: 0.60 -1.81 -1.03
C: 0.32 0.69 2.82
C: 1.05 1.26 1.59
B: 0.30 -0.38 -0.92
H: -1.98 -1.91 -3.34
H: 0.94 0.89 3.71
H: 1.39 3.44 2.68
H: 1.22 -2.50 -0.46
H: 1.67 0.51 0.97
H: -2.26 0.18 -3.03
H: -0.85 1.57 -1.26
H: -0.50 -3.45 -2.05
H: -0.68 1.19 3.15
H: 0.23 1.63 0.88
H: 0.30 -0.48 2.72

C16H24O12 | wB97M-V/def2-TZVPD

The value obtained for the largest force on an atom is 1.7 eV Å⁻¹. As for the structure (SMILES): C[C@H]1COC(=O)O1.C[C@H]1COC(=O)O1.C[C@H]1COC(=O)O1.C[C@H]1COC(=O)O1. The value obtained for the HOMO-LUMO gap is 0.39050 hartree. The energy above the lowest of the compared OMol25 structures with the same formula, charge and spin is 24.6 kJ/mol. As for the calculated total energy: -1527.01196 a.u. As for the total charge: 0. For the LUMO energy, the calculation gives 0.11 eV.

Atoms and positions in Å:
O: -4.87 -18.99 16.81
O: -9.38 -20.95 19.09
O: -8.52 -22.67 17.98
O: -5.40 -17.93 18.68
O: -1.39 -22.29 15.48
O: -8.89 -15.31 13.82
O: -8.25 -16.01 15.86
O: 0.77 -22.92 15.49
O: -9.30 -22.98 20.07
O: -0.09 -21.71 17.18
O: -7.21 -14.29 14.85
O: -5.30 -20.19 18.67
C: -1.42 -21.28 17.61
C: -2.28 -21.72 16.41
C: -9.07 -22.27 19.15
C: -7.99 -21.46 17.33
C: -8.91 -20.39 17.87
C: -5.21 -19.14 18.12
C: -5.07 -16.90 17.75
C: -4.41 -17.66 16.60
C: -7.90 -21.72 15.84
C: -5.91 -14.15 12.78
C: -1.31 -19.80 17.81
C: -8.46 -14.32 12.91
C: -8.12 -15.28 14.93
C: -0.13 -22.35 16.01
C: -7.17 -13.75 13.53
C: -4.78 -17.19 15.22
H: -5.98 -13.78 11.76
H: -8.34 -19.49 18.07
H: -7.10 -22.43 15.64
H: -5.76 -15.23 12.80
H: -8.82 -22.18 15.47
H: -2.88 -20.88 16.05
H: -5.99 -16.42 17.41
H: -2.09 -19.30 18.39
H: -1.22 -19.31 16.83
H: -4.44 -16.15 18.23
H: -5.05 -13.71 13.29
H: -4.25 -17.76 14.45
H: -7.69 -20.80 15.30
H: -1.60 -21.85 18.52
H: -9.76 -20.19 17.22
H: -3.32 -17.66 16.73
H: -8.27 -14.75 11.92
H: -7.20 -12.67 13.61
H: -5.85 -17.36 15.08
H: -0.44 -19.61 18.45
H: -4.49 -16.15 15.07
H: -6.98 -21.46 17.74
H: -3.03 -22.45 16.69
H: -9.22 -13.55 12.71

C4H8O3S | wB97M-V/def2-TZVPD

The value obtained for the largest force on an atom is 3.0 eV Å⁻¹. As for the structure (SMILES): O[C@@H]1[C@H](O)[C@@H](O)[C@H]1S. The value obtained for the HOMO-LUMO gap is 0.36327 hartree. The energy above the lowest of the compared OMol25 structures with the same formula, charge and spin is 163.0 kJ/mol. As for the calculated total energy: -781.07115 a.u. As for the total charge: 0. For the LUMO energy, the calculation gives 0.60 eV.

Atoms and positions in Å:
S: -2.21 -0.57 0.15
O: 2.28 0.32 0.75
O: -0.69 1.84 -0.68
O: 1.37 -1.86 -0.42
C: 1.36 0.60 -0.26
C: 0.63 -0.70 -0.65
C: -0.48 -0.30 0.38
C: 0.06 1.16 0.26
H: 2.05 -1.59 0.21
H: -0.22 -0.68 1.37
H: -1.59 1.67 -0.56
H: -2.61 -0.56 1.42
H: 2.63 1.12 1.08
H: 1.80 1.25 -1.07
H: 0.14 -0.75 -1.66
H: 0.07 1.72 1.23

C42H57BBr2IrN7O3PS5 | wB97M-V/def2-TZVPD

The value obtained for the largest force on an atom is 3.3 eV Å⁻¹. The value obtained for the HOMO-LUMO gap (alpha / beta) is 0.15547 / 0.16124 hartree. As for the calculated total energy: -9852.74492 a.u. As for the total charge: +2. The spin multiplicity is 2. For the LUMO energy (alpha / beta), the calculation gives -7.88 / -7.71 eV.

Atoms and positions in Å:
Ir: 0.21 -0.23 -0.15
Br: -1.45 -1.39 4.57
Br: 1.02 -6.32 3.46
S: -1.35 1.57 -0.44
S: 3.29 -1.44 -1.81
S: -1.51 2.72 1.97
S: -3.50 0.02 1.74
S: 1.89 0.89 1.25
P: -3.44 2.03 2.06
O: -4.14 2.84 0.90
O: -4.18 2.52 3.36
O: -0.71 -0.84 1.71
N: 0.30 0.12 -3.71
N: 0.47 -2.45 -0.14
N: 0.58 2.14 -2.13
N: 1.29 -0.10 -2.86
N: 1.13 2.73 -3.17
N: 3.54 1.58 -2.19
N: 2.70 1.28 -1.23
C: -1.84 0.87 -5.11
C: 2.64 4.99 -4.55
C: 0.30 -2.90 1.13
C: 5.10 2.34 -0.58
C: 1.26 4.42 -4.89
C: 5.04 1.73 -4.35
C: -0.16 -3.77 3.75
C: 4.73 2.05 -1.92
C: 2.20 -1.78 -4.30
C: -0.56 -2.50 3.37
C: 4.23 2.03 0.44
C: 1.38 -4.99 0.56
C: -6.22 3.91 1.62
C: 1.19 -1.49 -5.19
C: 6.03 3.74 -3.19
C: -6.24 1.65 0.51
C: 1.43 3.27 -5.89
C: 0.74 -4.19 1.53
C: -1.87 -1.56 -5.70
C: 3.22 -2.81 -4.60
C: 0.66 3.87 -3.61
C: -1.01 -0.28 -5.69
C: -5.55 3.00 0.61
C: -0.35 -2.00 2.06
C: -0.34 4.55 -2.88
C: -4.00 2.15 4.74
C: 0.96 -3.28 -1.04
C: 6.97 1.45 -2.81
C: 4.52 2.30 1.87
C: -2.54 2.17 5.13
C: 1.45 -4.54 -0.73
C: 0.38 5.50 -5.51
C: 5.68 2.25 -3.07
C: -1.97 4.59 -0.97
C: 0.49 -4.60 2.87
C: 0.20 -0.54 -4.83
C: 2.22 -1.07 -3.06
C: -0.57 0.04 -7.12
C: -0.94 3.94 -1.80
C: -4.68 0.82 5.02
C: -0.50 2.62 -1.50
C: 2.99 1.43 0.07
B: 1.28 0.82 -1.67
H: 7.61 1.53 -3.68
H: -5.74 0.87 4.79
H: 4.94 0.65 -4.30
H: -0.36 -4.09 4.76
H: -1.60 4.70 0.05
H: 6.74 0.39 -2.64
H: 5.14 4.34 -3.31
H: -5.52 3.48 -0.38
H: 2.57 5.78 -3.81
H: 0.46 2.95 -6.27
H: -5.55 4.72 1.89
H: -7.28 1.81 0.25
H: 3.71 2.89 2.30
H: 4.57 1.37 2.43
H: -0.16 -0.84 -7.62
H: -0.63 5.55 -3.15
H: -2.86 3.96 -0.90
H: -1.98 1.43 4.57
H: 1.91 2.42 -5.41
H: 0.75 5.73 -6.50
H: 3.94 -2.90 -3.79
H: 1.78 -5.95 0.84
H: 6.05 2.78 -0.37
H: 7.52 1.82 -1.95
H: -2.16 0.63 -4.10
H: 0.19 0.82 -7.13
H: -0.66 5.17 -5.60
H: -4.56 0.56 6.06
H: 6.57 4.09 -2.31
H: -7.13 4.32 1.19
H: -2.18 -1.83 -4.69
H: -1.42 0.38 -7.71
H: -2.24 5.56 -1.35
H: -2.72 1.04 -5.72
H: -6.48 3.36 2.52
H: 0.40 6.42 -4.93
H: 3.27 4.20 -4.17
H: 6.67 3.89 -4.06
H: 2.04 3.59 -6.72
H: -4.53 2.95 5.27
H: 5.46 2.83 1.97
H: -1.25 1.78 -5.07
H: 2.74 -3.78 -4.76
H: -5.78 1.02 -0.23
H: 3.09 5.40 -5.45
H: -2.76 -1.40 -6.30
H: -4.23 0.03 4.42
H: -2.11 3.15 4.96
H: 1.15 -1.99 -6.14
H: -1.32 -2.40 -6.12
H: 4.05 2.15 -4.49
H: 0.97 -2.92 -2.06
H: 5.66 1.98 -5.21
H: -6.20 1.15 1.48
H: 3.74 -2.56 -5.52
H: -2.44 1.94 6.19
H: 1.89 -5.15 -1.51